Computed, not measured: 2 unconnected molecules or ions with the total composition C3H11N2 in a non-equilibrium geometry, with ωB97M-V/def2-TZVPD.

Calculated values
Gap between HOMO and LUMO ... 5.1 eV
Net charge ... +1
LUMO level ... -8.904 eV
ΔE to the lowest compared entry with this formula, charge and spin ... 156.55 kcal/mol
F_max ... 3.44 eV Å⁻¹
E_tot ... -6256.7929 eV

```
16
Properties=species:S:1:pos:R:3:forces:R:3
C 1.93428 -0.52573 1.64607 -0.215 0.346 0.280
N 0.66862 0.18118 1.39924 3.350 0.718 -0.272
H 2.27696 -0.40018 2.69191 -0.797 -0.256 -0.086
H 2.82840 -0.22228 1.08035 -0.886 0.266 -0.790
H 1.84675 -1.61414 1.47863 -0.216 -0.058 0.117
H 0.24382 0.28070 2.30269 -1.222 -0.460 0.534
C -1.31600 1.38400 -1.01213 0.053 1.196 1.261
N -0.26516 0.37792 -1.00255 -2.256 -1.161 1.763
C -0.77189 -0.95291 -1.38801 0.019 -0.126 0.612
H -1.61715 1.71880 -1.99838 -0.387 -0.711 -0.433
H -2.17864 1.03202 -0.36171 0.580 0.226 -1.111
H -0.99342 2.35150 -0.56673 0.309 -0.851 0.012
H 0.11745 0.31718 0.04086 0.782 0.067 -0.732
H -1.66806 -1.27081 -0.76099 0.691 0.748 -0.678
H -0.01146 -1.69771 -1.11281 -0.080 0.199 -0.697
H -1.09451 -0.95953 -2.43645 0.274 -0.144 0.221
```
Positions in Å, forces in eV/Å.

---

Computed, not measured: a molecular structure, C30H31AsBF4N2O3PPdS, with ωB97M-V/def2-TZVPD.

Calculated values
Gap between HOMO and LUMO ... 5.5 eV
Net charge ... -2
LUMO level ... 3.720 eV
ΔE to the lowest compared entry with this formula, charge and spin ... 38.50 kcal/mol
F_max ... 0.90 eV Å⁻¹
E_tot ... -136731.9273 eV

```
75
Properties=species:S:1:pos:R:3:forces:R:3
Pd -0.02749 -3.21523 -0.30938 -0.634 -0.212 -0.610
C 4.50230 -1.49563 -0.19152 0.036 0.015 -0.067
S 3.83932 -1.98052 1.39865 -0.067 -0.096 -0.012
O 4.95471 -2.61433 2.09416 -0.005 -0.007 -0.023
O 3.39732 -0.73024 2.01621 0.017 0.106 0.078
O 2.74435 -2.88614 1.06007 0.125 -0.025 0.195
H 5.48449 -1.04883 -0.04202 -0.031 0.051 -0.006
H 3.81066 -0.78401 -0.64063 -0.016 -0.030 -0.013
H 4.57726 -2.38732 -0.81164 0.050 -0.001 0.013
C 0.33758 1.18737 0.27423 -0.017 -0.051 -0.094
C 0.68577 1.79159 -1.08638 0.018 -0.029 0.042
As -0.37802 3.40732 -1.43335 -0.036 0.039 0.059
C 0.92731 4.44157 -2.47046 0.001 -0.019 -0.022
C 1.84401 3.81565 -3.31029 -0.003 0.020 -0.026
C 2.74454 4.56286 -4.06103 -0.016 -0.021 0.005
C 2.73497 5.94708 -3.98652 0.002 0.014 0.000
C 1.81327 6.58265 -3.16370 -0.004 -0.008 -0.003
C 0.91604 5.83453 -2.41656 0.006 0.007 -0.027
C -0.05633 4.31830 0.27246 0.044 0.017 -0.034
C 1.22908 4.51647 0.77411 -0.012 -0.012 0.008
C 1.42070 5.13156 2.00029 -0.010 0.024 -0.001
C 0.32579 5.56503 2.74063 0.016 -0.010 0.001
C -0.95603 5.36931 2.25372 -0.011 0.005 -0.029
C -1.14334 4.74676 1.02312 -0.006 -0.004 0.037
P 0.73302 -0.64819 0.23606 -0.153 0.133 0.184
C -0.61446 -1.21091 -0.87718 0.184 -0.150 0.040
C -0.24713 -1.93480 -2.05245 0.129 0.128 -0.049
C -1.24544 -2.29165 -2.99218 0.045 -0.015 0.016
C -2.55331 -1.92797 -2.80466 -0.044 0.037 0.056
C -2.92089 -1.18697 -1.66043 -0.017 -0.052 -0.066
C -1.98363 -0.85560 -0.71938 0.033 -0.026 0.027
C -0.01363 -1.11440 1.87107 0.096 -0.006 0.024
C -0.07786 -2.47105 2.23067 0.188 0.041 0.032
C -0.58729 -2.87214 3.45471 -0.120 0.063 -0.001
C -1.05061 -1.92707 4.36348 -0.012 -0.039 0.008
C -0.99718 -0.58424 4.03001 0.003 0.022 -0.040
C -0.48280 -0.18564 2.79883 -0.046 -0.003 0.012
H -0.71682 1.36333 0.51890 -0.010 -0.019 -0.020
H 0.94070 1.65172 1.05673 -0.012 0.024 0.002
H 0.44757 1.08248 -1.88481 -0.008 0.044 -0.038
H 1.74893 2.02800 -1.15300 0.017 -0.043 0.024
H 1.86456 2.73468 -3.38008 0.023 -0.003 0.019
H 3.45945 4.05732 -4.69861 -0.003 -0.001 -0.003
H 3.44308 6.52923 -4.56344 -0.004 -0.001 -0.004
H 1.79681 7.66429 -3.10072 0.003 0.000 0.003
H 0.20561 6.34046 -1.77177 0.013 -0.002 0.019
H 2.08717 4.17178 0.20784 -0.002 0.009 -0.006
H 2.42402 5.26398 2.38558 -0.002 -0.005 0.002
H 0.47574 6.04378 3.70054 0.002 -0.009 0.004
H -1.81309 5.69400 2.83129 0.000 -0.005 0.002
H -2.14797 4.57921 0.65130 0.000 0.014 -0.008
H 0.79917 -2.00341 -2.33853 0.003 0.028 -0.023
H -0.96038 -2.86119 -3.86943 0.012 0.007 0.000
H -3.30749 -2.21014 -3.52979 -0.004 -0.010 0.009
H -3.95573 -0.89356 -1.52088 -0.005 -0.024 0.011
H -2.28430 -0.31190 0.17259 0.014 0.022 -0.007
H 0.35409 -3.26351 1.60596 0.223 0.136 0.254
H -0.60545 -3.92800 3.69382 -0.006 0.000 -0.004
H -1.43020 -2.23783 5.33015 -0.022 -0.001 -0.009
H -1.34957 0.16602 4.72937 0.018 0.005 0.005
H -0.44482 0.87312 2.58043 0.002 0.001 0.015
N -3.17725 -3.37935 0.90746 0.068 0.002 0.024
C -4.47918 -3.68607 0.75824 -0.045 -0.031 -0.034
C -4.52238 -4.80627 -0.04247 0.021 0.039 0.025
C -3.16930 -5.09492 -0.32348 0.036 -0.034 -0.039
N -2.36905 -4.21718 0.25398 -0.065 0.007 0.078
H -2.75683 -2.60786 1.40051 0.003 0.003 0.018
H -5.25537 -3.09629 1.21695 0.003 -0.007 0.009
H -5.39758 -5.34020 -0.37159 0.000 -0.002 0.010
H -2.73737 -5.90377 -0.89263 0.001 -0.002 0.012
F -1.01539 -7.04024 1.04378 0.030 -0.013 -0.010
B -0.16377 -7.05951 -0.07479 -0.101 0.064 -0.028
F -0.86935 -7.59070 -1.18540 -0.028 -0.001 0.012
F 0.96325 -7.84422 0.19228 0.015 -0.016 -0.048
F 0.23143 -5.73247 -0.39898 0.077 -0.082 0.008
```
Positions in Å, forces in eV/Å.